Record 1
The following is a DFT calculation (ωB97M-V/def2-TZVPD) of a structure of composition C29H43AsGeIrN9O7S2Si3.

Values from the calculation:
- lowest unoccupied orbital energy (spin up / spin down) (Eh) = 0.081 / 0.060
- charge = -1
- maximum force (eV/A) = 2.2
- E (eV) = -224009.7130
- energy above the lowest of the compared OMol25 structures with the same formula, charge and spin (kJ/mol) = 538.9
- 2S+1 = 2

CARTESIAN COORDINATES (ANGSTROEM)
Ir -0.9807 -0.3587 0.2207
N -1.7749 2.7870 0.6011
C -1.8141 1.9885 1.7350
N -1.7523 2.5357 2.9368
N -1.6791 1.4919 3.7899
N -1.7025 0.3788 3.1513
N -1.7847 0.6410 1.8280
C -1.9265 2.3994 -0.7600
N -2.4985 3.5445 -1.5051
N -1.9525 3.6282 -2.6278
N -0.9353 2.7854 -2.7051
N -0.7246 2.0553 -1.5365
H -1.8146 3.7754 0.7802
O 2.5093 0.0972 -2.5463
As 0.9255 0.7093 -2.0028
O 1.8424 1.6033 -0.6665
O 0.3877 -0.6875 -1.2878
C 0.5547 1.3379 -3.7644
C 1.1612 0.8047 -4.9014
C 0.8335 1.3128 -6.1419
C -0.0809 2.3650 -6.2451
C -0.6907 2.9014 -5.1322
C -0.3756 2.3623 -3.8817
S -3.1572 0.3075 -1.9318
O -4.5372 -0.0964 -1.7520
O -2.9068 1.3740 -0.6855
O -2.2071 -0.7834 -1.3578
H 2.9187 -0.4033 -1.8296
H 1.8801 0.0066 -4.7975
H 1.2867 0.8989 -7.0324
H -0.3287 2.7643 -7.2207
H -1.4156 3.6986 -5.2049
O 1.0829 0.1527 1.2602
S 1.1538 1.5726 0.7915
C 2.5531 2.2166 1.6933
C 2.6292 1.8445 3.0286
C 3.6392 2.3748 3.8166
C 4.5522 3.2672 3.2712
C 4.4608 3.6337 1.9356
C 3.4552 3.1098 1.1371
C 1.1317 5.0181 0.7997
C 1.4702 5.9350 -0.1568
C 0.7508 7.1323 -0.1431
C -0.2419 7.3358 0.8063
C -0.5364 6.3588 1.7515
C 0.1685 5.1544 1.7633
H 1.9056 1.1500 3.4374
H 3.7094 2.0914 4.8585
H 5.3375 3.6813 3.8908
H 5.1692 4.3352 1.5142
H 3.3758 3.3815 0.0938
H 2.2375 5.7482 -0.8984
H 0.9611 7.8974 -0.8810
H -0.8006 8.2631 0.8053
H -1.3235 6.5225 2.4778
H -0.0752 4.3690 2.4724
C -2.3931 -5.7144 -0.3792
Si -2.5122 -3.8569 -0.7459
C -4.1784 -3.2488 -0.1472
C -2.3953 -3.7157 -2.6201
Ge -0.7133 -2.8051 0.4369
Si 1.4167 -3.4458 -0.4518
C 1.6750 -5.2385 0.1035
C 1.5037 -3.4720 -2.3355
C 2.8796 -2.4445 0.1910
Si -0.8221 -3.2435 2.7926
C 0.5771 -2.2945 3.6185
C -0.5789 -5.0759 3.2226
C -2.4841 -2.7497 3.5046
H -3.3275 -6.2015 -0.6758
H -2.2289 -5.9324 0.6782
H -1.5839 -6.1785 -0.9487
H -4.9776 -3.7313 -0.7179
H -4.2767 -2.1710 -0.2729
H -4.3257 -3.4893 0.9083
H -3.3031 -4.1428 -3.0593
H -1.5463 -4.2790 -3.0110
H -2.3096 -2.6806 -2.9434
H 0.9557 -5.9147 -0.3657
H 1.5795 -5.3506 1.1851
H 2.6783 -5.5727 -0.1805
H 0.5622 -3.7855 -2.7861
H 2.2811 -4.1749 -2.6533
H 1.7429 -2.4860 -2.7341
H 3.2511 -2.8515 1.1348
H 2.6126 -1.4031 0.3676
H 3.7015 -2.4942 -0.5317
H 1.5427 -2.7645 3.4125
H 0.4303 -2.2702 4.7026
H 0.6080 -1.2645 3.2638
H 0.4708 -5.3738 3.1897
H -1.1375 -5.7497 2.5695
H -0.9363 -5.2398 4.2440
H -2.6450 -1.6760 3.4184
H -2.5178 -3.0183 4.5649
H -3.3013 -3.2697 2.9991

Forces on atoms 1 to 3 (eV/Å):
2.11 -0.46 -0.44
0.18 -0.20 0.12
0.05 -0.01 -0.07

***

Record 2
The following is a DFT calculation (ωB97M-V/def2-TZVPD) of a structure of composition C29H43BBrN7O2PtS4.

Values from the calculation:
- lowest unoccupied orbital energy (spin up / spin down) (Eh) = -0.170 / -0.307
- charge = +2
- maximum force (eV/A) = 2.1
- E (eV) = -162591.7818
- energy above the lowest of the compared OMol25 structures with the same formula, charge and spin (kJ/mol) = 0.0
- 2S+1 = 5

CARTESIAN COORDINATES (ANGSTROEM)
Pt 0.7651 -0.2503 -1.0125
C 2.6939 1.3903 4.8616
C 2.5974 -0.0443 4.4132
C 2.6908 -0.9764 5.6258
C 3.6278 -0.4951 3.4071
N 1.2195 -0.1949 3.7889
C 0.1519 -0.6743 4.5257
C -0.9398 -0.5690 3.7485
N -0.5811 -0.0172 2.5699
B -1.6785 0.1281 1.4862
N -2.0017 -1.1766 0.7109
C -3.3142 -1.5813 0.6772
C -3.3432 -2.8865 0.2874
N -2.0211 -3.2909 0.1055
C -1.1996 -2.2516 0.3970
S 0.5139 -2.1761 0.2867
C -1.7472 -4.7569 -0.2999
C -0.2776 -5.1736 -0.1933
C -2.2167 -4.9197 -1.7508
C -2.5987 -5.6443 0.6405
N -1.5836 1.3289 0.3736
C -2.4458 1.3623 -0.6438
C -2.5058 2.6432 -1.0894
N -1.7162 3.4275 -0.3786
C -1.0724 2.6016 0.5467
S 0.1149 3.1229 1.5785
C -1.4487 4.9371 -0.7106
C -2.2008 5.7334 0.3345
C 0.0600 5.1670 -0.7926
C -2.0566 5.1986 -2.0614
C 0.7130 0.2177 2.6097
S 1.5738 0.9569 1.3193
H 3.6396 1.5590 5.4195
H 1.8880 1.6156 5.5744
H 2.6503 2.0855 4.0328
H 3.6768 -0.9182 6.0727
H 2.4568 -2.0201 5.3721
H 2.0315 -0.6601 6.4301
H 4.5937 -0.5720 3.9050
H 3.7338 0.1886 2.5550
H 3.3739 -1.5086 3.1022
H 0.1987 -1.1237 5.4899
H -1.9455 -0.7857 3.9720
H -2.6757 0.3723 2.0934
H -4.1028 -0.9218 0.9411
H -4.1621 -3.5494 0.2022
H 0.3786 -4.7208 -0.9503
H -0.2001 -6.2389 -0.3475
H 0.1533 -5.0573 0.7888
H -1.6058 -4.3443 -2.4402
H -3.2834 -4.7107 -1.8667
H -2.0310 -5.9533 -2.0012
H -2.2078 -5.5812 1.6752
H -2.5152 -6.6791 0.2834
H -3.6429 -5.3885 0.6374
H -3.0056 0.4538 -0.9124
H -3.0047 3.0454 -1.9227
H -1.7308 5.6412 1.3089
H -3.2375 5.4216 0.4115
H -2.0521 6.7725 0.0497
H 0.4970 5.2944 0.1886
H 0.2780 6.0610 -1.4450
H 0.5362 4.2600 -1.2261
H -3.1646 5.0393 -2.0827
H -1.6021 4.6659 -2.9045
H -1.9575 6.2771 -2.2611
Br 3.9837 -1.8622 -1.1473
C 3.7620 -0.3660 -2.2933
C 4.8051 0.0475 -3.1682
C 4.5923 1.1840 -3.9377
C 3.3730 1.8747 -3.8121
C 2.4305 1.3967 -2.9425
N 2.6208 0.3155 -2.1866
C 1.1089 2.1279 -2.8274
O 0.8140 3.0865 -3.5213
O 0.3456 1.6114 -1.9057
H 5.7255 -0.5287 -3.2225
H 5.4065 1.4510 -4.6315
H 3.1568 2.7418 -4.3755
C -1.6016 -1.3984 -3.2195
S 0.1589 -1.8369 -3.0625
C 0.7270 -1.3252 -4.6601
H -2.1207 -2.1169 -3.8656
H -1.6806 -0.3786 -3.6195
H -1.9591 -1.4745 -2.2091
H 0.3697 -0.3197 -4.8806
H 0.4393 -2.0774 -5.4075
H 1.8106 -1.3083 -4.6107

Forces on atoms 1 to 3 (eV/Å):
0.36 0.28 -0.57
0.59 0.47 0.94
-0.28 -0.34 -0.05

***

Record 3
The following is a DFT calculation (ωB97M-V/def2-TZVPD) of a structure of composition C29H43BCsN8O3PS2.

Values from the calculation:
- lowest unoccupied orbital energy (Eh) = 0.135
- charge = -2
- maximum force (eV/A) = 1.5
- E (eV) = -81019.7544
- energy above the lowest of the compared OMol25 structures with the same formula, charge and spin (kJ/mol) = 0.0

CARTESIAN COORDINATES (ANGSTROEM)
Cs -0.2580 -0.2470 -1.1204
C -3.9992 3.8283 -4.0317
S -4.1120 3.9056 -2.2118
C -3.1091 2.5894 -1.6784
S -1.3878 2.8805 -1.4873
N -3.6739 1.3534 -1.6950
N -3.0136 0.3187 -1.3552
C -3.7630 -0.8611 -1.4533
C -3.3050 -2.1227 -1.1424
C -4.1777 -3.2692 -1.3325
C -3.7707 -4.5200 -0.9969
C -2.4734 -4.7287 -0.4584
C -1.6850 -3.5998 -0.3297
N -2.0314 -2.3587 -0.6402
H -4.6397 4.6077 -4.4534
H -4.3379 2.8521 -4.3791
H -2.9711 3.9940 -4.3559
H -4.7777 -0.7502 -1.8309
H -5.1652 -3.1006 -1.7493
H -4.4409 -5.3624 -1.1472
H -2.1024 -5.7096 -0.1936
H -0.6707 -3.7081 0.0609
C 2.6895 2.0995 0.7188
N 1.8919 2.4742 -0.4259
C 2.6345 2.3627 -1.6648
C 1.2700 3.7788 -0.2491
C 0.0977 3.7104 0.6941
C 0.2370 4.0714 2.0289
C -0.8161 3.9542 2.9253
C -2.0324 3.4584 2.4747
C -2.1968 3.1103 1.1438
C -1.1467 3.2480 0.2380
H 3.5244 2.8081 0.8922
H 3.1095 1.1079 0.5605
H 2.0693 2.0695 1.6162
H 3.5000 3.0516 -1.7032
H 1.9753 2.5853 -2.5049
H 2.9911 1.3395 -1.7908
H 0.9212 4.1208 -1.2261
H 2.0070 4.5186 0.1178
H 1.1983 4.4470 2.3671
H -0.6849 4.2392 3.9631
H -2.8614 3.3403 3.1643
H -3.1452 2.7438 0.7649
B 2.5892 -2.6835 -3.5006
N 2.3528 -1.4167 -4.3772
C 2.5786 -1.3082 -5.6982
C 2.0982 -0.0839 -6.1245
C 1.5770 0.4891 -4.9541
N 1.7409 -0.3181 -3.9119
N 3.3641 -2.3233 -2.2018
C 4.6055 -2.7086 -1.8587
C 4.8744 -2.2370 -0.5866
C 3.6949 -1.5625 -0.2319
N 2.8017 -1.6118 -1.2143
H 3.2926 -3.4360 -4.1472
H 1.5273 -3.1801 -3.2043
H 3.0620 -2.1081 -6.2347
H 2.1167 0.3240 -7.1215
H 1.0971 1.4474 -4.8208
H 5.2022 -3.2896 -2.5424
H 5.7749 -2.3670 -0.0091
H 3.4521 -1.0466 0.6850
C 1.3022 0.4475 5.6220
C -0.1548 0.6161 5.2314
O -0.5538 -0.3400 4.2588
P -0.2337 0.0652 2.6696
O -1.2587 -0.9631 1.9815
C -2.6763 -0.6931 1.9752
C -3.4007 -1.9033 2.5173
O 1.1248 -0.7591 2.3530
C 1.2044 -2.1957 2.3739
C 2.4288 -2.6052 3.1632
H 1.5693 1.1633 6.4034
H 1.9515 0.6137 4.7609
H 1.4836 -0.5622 5.9941
H -0.3279 1.6284 4.8487
H -0.8037 0.4634 6.0971
H -2.9690 -0.4924 0.9460
H -2.8790 0.1990 2.5789
H -3.1800 -2.7709 1.8937
H -4.4783 -1.7286 2.4909
H -3.0964 -2.1096 3.5461
H 1.2736 -2.5353 1.3388
H 0.2967 -2.6131 2.8097
H 3.3289 -2.1702 2.7283
H 2.5349 -3.6918 3.1490
H 2.3437 -2.2737 4.1999

Forces on atoms 1 to 3 (eV/Å):
1.50 -0.01 -0.17
0.02 -0.01 0.03
0.01 0.02 -0.02

***

Record 4
The following is a DFT calculation (ωB97M-V/def2-TZVPD) of a cluster of 2 separate species, C29H43N3O9 in total.

Values from the calculation:
- lowest unoccupied orbital energy (Eh) = -0.128
- maximum force (eV/A) = 9.8
- E (eV) = -53639.6846
- energy above the lowest of the compared OMol25 structures with the same formula, charge and spin (kJ/mol) = 2549.6

CARTESIAN COORDINATES (ANGSTROEM)
C 1.4968 3.2526 2.9769
C 0.3151 3.3891 3.9117
C -0.2122 2.2231 4.9368
O -1.4787 2.3159 5.4104
O 0.5776 1.0703 5.4220
C 0.2234 -0.1379 4.6520
C 0.1283 -1.5112 5.5741
C -0.0039 -2.7922 4.5511
C -1.5388 -3.0985 4.0555
C -1.7403 -2.5110 2.5074
C -0.9157 -3.4027 1.4048
N -0.1218 -2.4626 0.5244
C -0.1435 -2.4743 -0.8763
N -0.9852 -3.4655 -1.6488
C -2.4630 -3.1474 -1.6088
C -3.1639 -2.9174 -3.0763
C -4.0817 -1.5416 -3.0899
C -4.9287 -0.9833 -1.7785
C -5.8110 0.4014 -1.7474
C -5.8343 1.2850 -3.1660
C -5.0182 0.6973 -4.4996
C -4.1404 -0.6990 -4.4952
N 0.8005 -1.4388 -1.5244
C 2.0956 -2.1984 -1.7010
C 3.3139 -1.3604 -2.4034
C 3.8755 -0.0844 -1.5419
C 4.0280 1.2433 -2.5441
O 4.4780 2.4095 -1.7316
C 3.2023 3.0696 -1.3411
O 2.9870 4.3883 -1.3674
C 0.2115 -0.9547 -2.8300
C -1.1057 0.0467 -2.6408
O -1.4410 0.8555 -3.6799
O -1.9121 0.1593 -1.4172
C -1.2796 1.0132 -0.4004
C -1.9563 0.9374 1.1274
O -0.2651 1.8613 -0.5859
H 1.2411 3.4423 1.8265
H 2.5728 2.9287 3.3124
H -0.2818 4.4075 3.8452
H 1.0246 -0.3541 3.8239
H -0.8406 0.0229 4.1829
H 1.1150 -1.5750 6.2036
H -0.7771 -1.4675 6.3389
H 0.7616 -2.6560 3.6721
H 0.3551 -3.7454 5.1646
H -2.3023 -2.5704 4.7736
H -1.7360 -4.2602 3.9913
H -2.8895 -2.3956 2.2647
H -1.2934 -1.4070 2.5455
H -1.5642 -4.1919 0.8221
H -0.1120 -4.0419 2.0134
H 0.4943 -1.7569 1.0297
H -0.7814 -4.4582 -1.4004
H -2.9990 -4.1048 -1.1383
H -2.6300 -2.2816 -0.8385
H -3.9343 -3.8096 -3.2655
H -2.3995 -2.9543 -3.9871
H -4.8818 -1.6287 -0.7792
H -6.3691 0.7739 -0.7782
H -6.4236 2.3010 -3.1884
H -5.0608 1.3136 -5.5122
H -3.5596 -1.1229 -5.4191
H 1.8759 -3.2562 -2.2077
H 2.4705 -2.4713 -0.6009
H 3.0222 -1.0586 -3.5204
H 4.2163 -2.1313 -2.5335
H 3.2925 0.1491 -0.5545
H 4.9959 -0.3546 -1.2346
H 3.0536 1.4615 -3.1627
H 4.8899 1.0786 -3.3532
H 2.3178 2.3352 -1.0334
H -0.1350 -1.8431 -3.5483
H 0.9721 -0.3197 -3.4961
H -1.1420 0.7807 1.9619
H -2.6603 1.8512 1.3444
H -2.6558 -0.0248 1.1470
C 5.5283 6.1606 -0.8620
C 6.5039 7.1163 -0.1975
O 7.6914 6.6977 -0.1064
O 5.9993 8.2109 0.1796
H 6.0235 5.2332 -1.1655
H 4.7219 5.9101 -0.1663
H 5.0970 6.6293 -1.7516

Forces on atoms 1 to 3 (eV/Å):
-3.10 -0.11 1.67
2.62 -1.19 -1.40
-4.96 1.66 3.06

***

Record 5
The following is a DFT calculation (ωB97M-V/def2-TZVPD) of a structure of composition C29H44CdN7O8PS.

Values from the calculation:
- lowest unoccupied orbital energy (Eh) = 0.011
- maximum force (eV/A) = 3.2
- E (eV) = -82286.5016
- energy above the lowest of the compared OMol25 structures with the same formula, charge and spin (kJ/mol) = 0.0

CARTESIAN COORDINATES (ANGSTROEM)
Cd 0.3318 0.9270 0.0805
O 3.3192 -1.8247 1.7928
C 2.4445 -1.2924 1.0544
O 1.2903 -0.8733 1.3095
C 3.0043 -0.8363 -0.3207
C 4.1511 -1.3900 -0.9385
C 4.6715 -0.6204 -1.9901
C 4.1038 0.5897 -2.3867
C 2.9281 1.0195 -1.7539
N 2.4068 0.2058 -0.8830
C 2.2848 2.3695 -1.9990
O 2.9198 3.2533 -2.5871
O 1.0118 2.4181 -1.5636
H 4.5333 -2.3795 -0.6929
H 5.6129 -1.0042 -2.3796
H 4.6244 1.2151 -3.1035
C -4.0417 0.3628 -1.9067
O -2.8706 1.1994 -1.8601
P -2.2120 1.9753 -0.6037
O -3.4586 2.0825 0.4172
C -3.9353 3.2729 1.0409
O -2.1879 3.5558 -1.0271
C -1.8165 4.0288 -2.3493
H -4.2893 0.1884 -2.9713
H -4.8641 0.8839 -1.4448
H -3.8157 -0.5887 -1.4089
H -4.8475 2.9845 1.5812
H -4.1895 4.0372 0.3083
H -3.2020 3.6244 1.7791
H -2.0720 5.1106 -2.3538
H -2.4752 3.5251 -3.1114
H -0.7584 3.8458 -2.5760
C 3.9666 -0.3800 4.6362
N 2.7516 -0.1590 3.8247
C 1.4651 -0.4232 4.5544
C 2.8076 1.1815 3.0580
C 1.5467 2.0410 3.0143
C 1.2576 2.7980 4.1512
C 0.1559 3.6509 4.1847
C -0.5909 3.8778 3.0620
C -0.2053 3.2027 1.8948
C 0.7478 2.2181 1.8769
H 3.8471 -1.3792 5.0757
H 4.0478 0.3651 5.4368
H 4.8319 -0.3605 3.9575
H 2.8626 -0.9371 2.9708
H 1.3553 0.2918 5.3838
H 1.5584 -1.4398 4.9860
H 0.6074 -0.4150 3.8971
H 3.0528 0.9641 2.0174
H 3.6145 1.7967 3.5721
H 1.9324 2.7671 4.9966
H -0.1617 4.0559 5.0989
H -1.4469 4.5135 3.0789
H -0.7434 3.4368 0.9794
C 0.3967 -3.4485 -2.2558
N -0.0567 -2.7217 -3.4260
C -0.5348 -3.4907 -4.5952
C -1.4915 -2.6717 -5.4192
C -0.8018 -1.3457 -5.7563
N -0.3759 -0.6939 -4.5208
C -0.1753 0.7691 -4.5997
C -0.0838 -1.3316 -3.3543
O 0.0966 -0.7436 -2.2472
H 0.0944 -4.5159 -2.3474
H -0.0370 -2.9957 -1.3569
H 1.4876 -3.3519 -2.2059
H -0.9773 -4.3808 -4.1759
H 0.3187 -3.7550 -5.2210
H -2.4380 -2.5178 -4.8641
H -1.7833 -3.1988 -6.3089
H -1.5042 -0.6754 -6.2603
H 0.0931 -1.4739 -6.3930
H -1.1634 1.2010 -4.9013
H 0.5639 1.0321 -5.3967
H 0.1581 1.2301 -3.6606
C -1.4545 -4.7539 2.0735
C -2.2964 -3.7366 1.2963
C -2.2342 -2.3530 1.9041
N -1.8148 -1.3153 1.2091
N -1.7054 -0.1871 1.9227
C -2.1687 -0.3036 3.1643
N -2.0288 0.6756 4.0976
S -2.5531 -1.9503 3.5809
H -1.2528 -5.6583 1.5052
H -2.0172 -5.1121 2.9542
H -0.5321 -4.3181 2.4796
H -3.3405 -4.0613 1.2327
H -1.9506 -3.6290 0.2455
H -1.8406 1.6308 3.7335
H -2.4590 0.6190 5.0070

Forces on atoms 1 to 3 (eV/Å):
0.55 0.37 -0.19
-1.00 0.19 0.75
-0.03 1.20 -2.20